11
Properties=species:S:1:pos:R:3:mulliken_charge:R:1 method="wB97M-V/def2-TZVPD" smiles="Cn1nc([O-])oc1=O" e_tot_ev=-12282.8988 total_charge=-1 homo_lumo_gap_ev=8.18 de_lowest_ev=1.2654 homo_ha=-0.152 spin_multiplicity=1
C -1.914 -0.718 0.028 0.50
C -0.514 1.094 -0.136 0.67
C 1.650 -0.140 0.015 -0.75
N -0.772 -1.352 -0.087 -0.55
N 0.296 -0.007 -0.341 -0.04
O -1.774 0.755 -0.081 -0.34
O -3.009 -1.162 0.213 -0.63
O -0.029 2.245 -0.114 -0.72
H 1.976 -1.053 -0.334 0.32
H 2.349 0.676 -0.282 0.29
H 1.741 -0.338 1.118 0.26

***

57
Properties=species:S:1:pos:R:3:mulliken_charge:R:1 method="wB97M-V/def2-TZVPD" e_tot_ev=-97394.9032 total_charge=-2 homo_lumo_gap_ev=3.88 homo_ha=0.000 spin_multiplicity=1
Ti 0.057 0.858 -0.883 -0.34
N -1.644 4.779 -2.502 -0.61
C -1.447 3.479 -2.037 0.63
S -0.728 3.303 -0.479 -0.52
N -1.875 2.536 -2.812 -1.34
N -1.652 1.256 -2.308 1.31
C -2.361 0.366 -2.902 -0.67
C -2.376 -1.050 -2.628 1.15
C -3.191 -1.853 -3.438 -0.60
C -3.306 -3.212 -3.241 -0.74
C -2.585 -3.793 -2.190 -0.33
C -1.783 -3.037 -1.372 -0.84
C -1.640 -1.636 -1.560 -0.01
O -0.887 -0.960 -0.766 -0.04
H -0.935 5.408 -2.159 0.24
H -1.743 4.800 -3.507 0.26
H -3.029 0.722 -3.688 0.15
H -3.738 -1.374 -4.245 0.31
H -3.932 -3.816 -3.886 0.36
H -2.656 -4.863 -2.020 0.35
H -1.215 -3.479 -0.563 0.39
O -1.810 -0.281 5.946 -0.50
C -2.682 0.295 4.977 -0.58
C -2.012 0.423 3.641 0.57
C -2.775 0.944 2.561 -1.45
C -2.149 1.123 1.356 -0.30
N -0.868 0.809 1.121 0.15
C -0.143 0.227 2.128 -0.09
C -0.716 0.078 3.425 -0.43
C 1.169 -0.124 1.778 0.46
C 2.054 -0.835 2.632 -0.68
C 3.327 -1.113 2.237 0.58
C 4.306 -1.805 3.132 -0.72
O 5.209 -0.883 3.770 -0.53
C 3.735 -0.671 0.944 -1.21
C 2.829 -0.041 0.141 0.42
N 1.549 0.231 0.492 0.96
H -2.291 -0.338 6.775 0.28
H -3.009 1.290 5.309 0.26
H -3.582 -0.324 4.862 0.27
H -3.816 1.219 2.679 0.33
H -2.680 1.554 0.516 0.47
H -0.119 -0.309 4.238 0.39
H 1.705 -1.160 3.604 0.19
H 4.901 -2.524 2.557 0.27
H 3.787 -2.347 3.926 0.30
H 5.172 -0.072 3.253 0.38
H 4.732 -0.866 0.571 0.38
H 3.115 0.266 -0.855 -0.06
S 1.766 2.416 -1.977 -0.34
C 2.726 1.503 -3.098 0.39
C 3.806 2.183 -3.744 -0.10
N 4.675 2.752 -4.246 -0.62
C 2.455 0.196 -3.386 0.49
S 1.145 -0.643 -2.643 -0.23
C 3.259 -0.515 -4.334 -0.19
N 3.894 -1.091 -5.105 -0.61

***

16
Properties=species:S:1:pos:R:3:mulliken_charge:R:1 method="wB97M-V/def2-TZVPD" smiles="C[P@]1(=O)C=C[C@H](I)C1" e_tot_ev=-24751.4372 total_charge=0 homo_lumo_gap_ev=9.76 de_lowest_ev=0.0000 homo_ha=-0.357 spin_multiplicity=1
C -1.416 0.619 0.876 -0.27
C -1.413 0.404 -0.407 -0.49
C 0.467 -1.030 0.675 -1.05
C -0.283 -0.007 1.613 -0.57
C 1.151 0.514 -1.651 -0.86
O -0.375 -1.771 -2.020 -0.74
P -0.097 -0.695 -1.039 0.77
I 1.150 1.462 2.217 0.07
H -2.125 1.216 1.502 0.35
H -2.320 0.641 -0.950 0.42
H 1.457 -0.982 0.780 0.56
H 0.198 -1.950 0.989 0.42
H -0.578 -0.404 2.510 0.56
H 1.348 1.148 -0.739 0.19
H 2.051 -0.053 -1.745 0.34
H 0.785 0.888 -2.611 0.31

***

32
Properties=species:S:1:pos:R:3:mulliken_charge:R:1 method="wB97M-V/def2-TZVPD" smiles=BrCCBr.BrCCBr.BrCCBr.BrCCBr e_tot_ev=-568894.8806 total_charge=0 homo_lumo_gap_ev=10.27 de_lowest_ev=1.3056 homo_ha=-0.369 spin_multiplicity=1
Br -24.424 19.596 -13.965 -0.16
C -23.663 18.370 -12.578 -0.54
C -22.205 18.043 -12.872 -0.64
Br -21.460 16.572 -11.724 -0.16
H -24.230 17.439 -12.579 0.36
H -23.762 18.701 -11.545 0.38
H -21.528 18.884 -12.723 0.37
H -22.034 17.721 -13.900 0.38
Br -4.070 10.563 -9.446 -0.14
C -5.864 10.737 -8.711 -0.57
C -6.748 11.435 -9.786 -0.57
Br -8.312 12.315 -9.016 -0.17
H -5.805 11.308 -7.785 0.35
H -6.164 9.778 -8.289 0.37
H -7.061 10.635 -10.457 0.35
H -6.193 12.281 -10.191 0.37
Br -14.101 16.924 -12.934 -0.14
C -13.375 15.784 -11.453 -0.66
C -14.526 14.993 -10.773 -0.54
Br -15.122 13.632 -12.099 -0.13
H -12.847 16.481 -10.802 0.37
H -12.578 15.129 -11.803 0.39
H -15.379 15.571 -10.416 0.38
H -14.048 14.344 -10.040 0.32
Br -10.437 18.130 -17.976 -0.14
C -9.361 17.428 -16.544 -0.47
C -9.036 18.688 -15.724 -0.69
Br -8.065 18.134 -14.006 -0.20
H -8.493 16.964 -17.012 0.35
H -10.048 16.715 -16.087 0.34
H -9.964 19.159 -15.397 0.40
H -8.452 19.395 -16.313 0.41

***

17
Properties=species:S:1:pos:R:3:mulliken_charge:R:1 method="wB97M-V/def2-TZVPD" e_tot_ev=-16408.6131 total_charge=0 homo_lumo_gap_ev=9.01 de_lowest_ev=1.1978 homo_ha=-0.319 spin_multiplicity=1
C 0.191 1.016 0.120 0.80
C 0.269 0.058 -0.975 -0.42
C -0.580 -1.099 -0.229 0.02
C 0.963 2.263 0.045 -1.24
C 0.246 -2.068 0.679 -1.40
N -0.654 0.950 1.004 -0.50
N -1.576 -0.531 0.626 -0.55
I -3.279 0.074 -0.192 0.14
H -0.545 0.290 -1.756 0.20
H 1.200 -0.234 -1.405 0.42
H -1.029 -1.793 -0.914 0.55
H 0.482 2.972 -0.620 0.26
H 2.001 2.192 -0.294 0.33
H 1.089 2.604 1.057 0.39
H -0.512 -2.699 1.130 0.38
H 0.667 -1.467 1.563 0.24
H 1.069 -2.526 0.159 0.39

***

60
Properties=species:S:1:pos:R:3:mulliken_charge:R:1 method="wB97M-V/def2-TZVPD" e_tot_ev=-48437.7260 total_charge=+4 homo_lumo_gap_ev="6.84 / 5.28" homo_ha="-0.757 / -0.755" s_squared=3.78 spin_multiplicity=4
Re 0.267 0.002 0.154 1.96
C -1.026 2.866 1.451 -0.96
O -0.019 1.800 1.482 -0.62
C 0.707 1.732 2.741 -0.38
C 0.444 0.370 3.300 -0.50
O 0.725 -0.632 2.267 -0.45
C 2.037 -1.262 2.324 -0.67
C 3.015 -0.364 1.647 -0.36
O 2.473 -0.058 0.311 -0.57
C 3.426 -0.484 -0.725 -0.99
H -1.680 2.771 2.316 0.42
H -1.605 2.756 0.545 0.33
H -0.524 3.832 1.469 0.32
H 0.355 2.499 3.431 0.69
H 1.757 1.921 2.533 0.08
H -0.605 0.245 3.561 0.23
H 1.048 0.180 4.188 0.56
H 1.937 -2.212 1.798 0.23
H 2.326 -1.471 3.355 0.58
H 3.976 -0.870 1.550 0.63
H 3.183 0.575 2.165 0.18
H 3.600 -1.554 -0.644 0.50
H 4.359 0.054 -0.576 0.33
H 3.012 -0.232 -1.690 0.17
C -1.681 -2.373 -1.824 -1.38
P -0.057 -1.598 -1.763 1.00
C 1.137 -2.949 -1.836 -1.34
C 0.052 -0.607 -3.299 -1.13
C 0.967 0.612 -3.197 -0.98
P 0.554 1.614 -1.733 0.47
C 1.879 2.779 -1.397 -1.23
C -0.899 2.580 -2.193 -1.38
H -1.708 -2.953 -2.752 0.55
H -2.485 -1.638 -1.850 0.39
H -1.826 -3.062 -0.991 0.42
H 0.861 -3.557 -2.704 0.51
H 1.071 -3.579 -0.947 0.45
H 2.158 -2.601 -1.970 0.35
H -0.972 -0.308 -3.541 0.49
H 0.380 -1.271 -4.103 0.65
H 0.845 1.255 -4.074 0.64
H 2.018 0.335 -3.175 0.44
H 1.986 3.408 -2.287 0.54
H 2.828 2.284 -1.199 0.32
H 1.618 3.422 -0.555 0.36
H -0.629 3.105 -3.116 0.56
H -1.134 3.332 -1.442 0.45
H -1.773 1.964 -2.400 0.48
N -3.753 -2.607 2.629 -0.36
C -3.386 -1.647 1.795 0.40
C -2.028 -1.402 1.448 -0.59
N -1.737 -0.405 0.600 0.80
C -2.714 0.352 0.067 -0.24
C -4.035 0.086 0.431 -0.64
N -4.354 -0.872 1.272 -0.46
H -3.111 -3.254 3.059 0.22
H -4.737 -2.718 2.845 0.29
H -1.224 -1.999 1.855 0.53
H -2.453 1.132 -0.629 0.24
H -4.847 0.679 0.023 0.45